No. 1
23
Properties=species:S:1:pos:R:3 method="wB97M-V/def2-TZVPD" lumo_ha="-0.36705 / -0.36704" charge=+2 e_above_lowest_kj_mol=587.5 energy_ha=-666.8477 max_force_ha_per_bohr=0.082
C 3.952 -0.957 0.763
C -2.014 -1.591 1.417
C 0.695 -0.167 -0.358
N 5.099 -1.004 0.709
N -2.849 -1.448 2.180
N 2.698 -0.550 0.746
N 1.842 -0.981 -0.080
N 1.278 1.372 1.268
N -1.131 -2.139 0.601
N 0.354 0.632 0.750
N -0.324 -1.008 -0.745
N -1.133 1.556 0.178
N 0.109 -2.090 -1.607
H 1.085 0.591 -1.209
H 1.940 1.992 0.683
H 1.081 1.670 2.239
H -0.266 -2.309 1.043
H -1.206 2.431 0.781
H -1.916 0.904 0.350
H -1.438 1.894 -0.757
H 0.598 -2.724 -0.929
H 0.857 -1.873 -2.313
H -0.826 -2.354 -2.043

No. 2
15
Properties=species:S:1:pos:R:3 method="wB97M-V/def2-TZVPD" lumo_ha="0.16929 / 0.16798" charge=-1 e_above_lowest_kj_mol=315.3 spin_multiplicity=2 energy_ha=-229.6368 s_squared=0.76 max_force_ha_per_bohr=0.072
N 1.364 -0.652 -1.070
C 1.184 0.219 0.756
C -0.348 0.074 0.966
C -1.167 0.551 -0.286
N -1.417 -0.408 -1.331
H 2.284 -0.254 -1.299
H -0.570 -0.930 -1.558
H 1.661 -0.043 1.738
H 1.583 -0.868 0.107
H -0.650 0.832 1.701
H -0.559 -0.965 1.235
H -2.118 0.912 0.118
H -0.503 1.356 -0.611
H 1.342 1.273 0.532
H -2.085 -1.098 -0.998

No. 3
15
Properties=species:S:1:pos:R:3 method="wB97M-V/def2-TZVPD" lumo_ha=0.04606 smiles=NCCCN e_above_lowest_kj_mol=165.9 energy_ha=-229.7461 max_force_ha_per_bohr=0.074
N -0.892 -0.980 2.131
C -0.992 -0.480 0.752
C 0.449 -0.252 0.179
C 0.156 0.736 -1.079
N 1.308 0.989 -1.872
H -1.597 -1.579 2.441
H 0.025 -1.101 2.354
H -1.627 -1.172 0.225
H -1.592 0.548 0.757
H 1.022 -1.162 -0.016
H 1.084 0.399 0.985
H -0.582 0.296 -1.754
H -0.078 1.687 -0.547
H 2.256 1.120 -1.727
H 1.060 0.950 -2.830

No. 4
15
Properties=species:S:1:pos:R:3 method="wB97M-V/def2-TZVPD" lumo_ha=0.01840 e_above_lowest_kj_mol=405.0 energy_ha=-229.6550 max_force_ha_per_bohr=0.064
C -1.094 -1.190 0.406
C -0.473 -0.063 1.152
H -1.490 -1.912 1.130
H -1.879 -0.840 -0.261
H -1.154 0.708 1.494
H 0.268 -0.357 1.891
H -1.255 1.850 -0.613
H -0.360 -1.733 -0.194
N 0.766 0.897 0.057
C 1.569 0.195 -0.822
N 1.222 -0.477 -1.841
H 1.268 1.532 0.668
H -0.241 1.604 -0.474
H 0.219 -0.451 -2.012
H 2.633 0.238 -0.583

No. 5
15
Properties=species:S:1:pos:R:3 method="wB97M-V/def2-TZVPD" lumo_ha=0.03278 e_above_lowest_kj_mol=293.5 energy_ha=-229.6975 max_force_ha_per_bohr=0.014
C 0.151 -0.422 -0.544
C 1.688 -1.262 1.122
C -1.282 1.679 -0.669
N 0.678 -0.306 0.765
N -1.169 0.280 -0.219
H -0.700 0.144 0.901
H -1.975 -0.272 -0.504
H 0.652 0.120 -1.370
H -0.087 -1.451 -0.894
H 2.645 -1.116 0.588
H 1.389 -2.315 0.939
H 1.916 -1.168 2.187
H -1.319 1.749 -1.756
H -2.180 2.129 -0.244
H -0.407 2.212 -0.301

No. 6
15
Properties=species:S:1:pos:R:3 method="wB97M-V/def2-TZVPD" lumo_ha=0.02140 e_above_lowest_kj_mol=511.6 energy_ha=-229.6144 max_force_ha_per_bohr=0.164
C -1.723 -0.609 0.476
C 1.367 0.962 0.556
C 0.177 0.340 -1.361
N 1.169 -1.276 0.017
N 0.790 -0.053 -0.308
H -1.166 0.348 0.273
H -1.310 -1.412 0.000
H -2.803 -0.210 0.462
H 1.916 0.429 1.388
H 1.911 1.676 -0.144
H 0.661 1.646 1.214
H -0.147 -0.517 -2.023
H -0.426 1.212 -1.418
H -1.544 -0.752 1.832
H 1.130 -1.783 -0.964

No. 7
15
Properties=species:S:1:pos:R:3 method="wB97M-V/def2-TZVPD" lumo_ha=0.03897 smiles=NCCCN e_above_lowest_kj_mol=48.2 energy_ha=-229.7909 max_force_ha_per_bohr=0.050
N 0.424 1.802 -1.849
C 0.225 0.405 -1.343
C -0.214 0.353 0.133
C -0.251 -1.053 0.696
N -0.437 -1.117 2.161
H -0.386 2.382 -1.639
H 1.268 2.176 -1.361
H 1.186 -0.134 -1.472
H -0.483 -0.168 -2.018
H -1.220 0.802 0.325
H 0.486 0.951 0.714
H 0.637 -1.581 0.375
H -1.092 -1.648 0.272
H -0.678 -2.115 2.387
H 0.536 -1.056 2.622

No. 8
15
Properties=species:S:1:pos:R:3 method="wB97M-V/def2-TZVPD" lumo_ha=0.04166 smiles="C=C.NCN" e_above_lowest_kj_mol=251.4 energy_ha=-229.7135 max_force_ha_per_bohr=0.100
C 2.123 0.674 0.011
C 2.450 1.695 -0.754
H 2.369 0.489 1.099
H 1.576 -0.270 -0.343
H 3.031 2.424 -0.272
H 2.099 1.871 -1.746
N -1.081 -1.809 0.340
C -1.452 -0.515 0.772
N -1.970 0.393 -0.329
H -1.940 -2.314 0.257
H -0.448 -2.400 -0.246
H -2.218 -0.612 1.597
H -0.509 -0.203 1.166
H -1.225 0.575 -0.901
H -2.806 0.003 -0.651

No. 9
15
Properties=species:S:1:pos:R:3 method="wB97M-V/def2-TZVPD" lumo_ha="-0.12596 / -0.30726" charge=+1 e_above_lowest_kj_mol=158.0 spin_multiplicity=2 energy_ha=-229.4331 s_squared=0.75 max_force_ha_per_bohr=0.068
C 1.513 2.592 -1.306
N 1.034 1.793 -2.157
H 0.885 2.936 -0.473
H 2.572 2.728 -1.054
H 1.731 1.552 -2.864
C -0.921 -0.912 2.224
N -0.424 -1.742 1.126
C -1.088 -1.529 -0.163
H -1.648 -1.546 2.750
H -1.478 -0.018 1.936
H -0.070 -0.679 2.858
H 0.587 -1.749 1.006
H -1.044 -0.462 -0.369
H -0.767 -2.223 -0.935
H -2.141 -1.801 -0.015

No. 10
16
Properties=species:S:1:pos:R:3 method="wB97M-V/def2-TZVPD" lumo_ha=0.03560 smiles=NCCNCO e_above_lowest_kj_mol=155.3 energy_ha=-305.0155 max_force_ha_per_bohr=0.038
N 0.339 -0.300 2.476
C -0.214 -0.223 1.131
C 0.320 0.891 0.223
N 0.647 0.700 -1.212
C -0.274 -0.045 -2.019
O -0.228 -1.453 -1.812
H -0.151 -0.920 3.088
H 0.387 0.644 2.831
H -1.309 -0.096 1.094
H -0.041 -1.206 0.674
H -0.402 1.702 0.211
H 1.274 1.260 0.634
H 1.596 0.360 -1.288
H -1.257 0.434 -1.944
H -0.038 -0.048 -3.097
H -0.651 -1.701 -0.992

No. 11
16
Properties=species:S:1:pos:R:3 method="wB97M-V/def2-TZVPD" lumo_ha=-0.09318 e_above_lowest_kj_mol=611.8 energy_ha=-304.8416 max_force_ha_per_bohr=0.088
C 0.314 1.455 -0.611
C -0.814 1.091 0.294
N -1.082 -0.352 0.192
C -0.003 -1.121 0.758
N 0.753 -0.495 1.666
H 0.133 1.443 -1.674
H 1.110 0.738 -0.405
H 0.778 2.380 -0.261
H -0.421 1.195 1.328
H -1.762 1.653 0.275
H -1.143 -0.545 -0.814
H -0.519 -2.002 1.166
H 0.591 -1.499 -0.181
H 1.017 -1.140 2.443
H 0.627 -1.829 -2.311
O 0.421 -0.974 -1.862

No. 12
16
Properties=species:S:1:pos:R:3 method="wB97M-V/def2-TZVPD" lumo_ha=0.02371 smiles="[H]/N=C/N.CCO" e_above_lowest_kj_mol=164.8 energy_ha=-305.0119 max_force_ha_per_bohr=0.028
H 2.704 0.504 -0.987
N 2.644 1.382 -0.462
C 2.886 0.997 0.731
N 2.649 1.681 1.910
H 3.248 -0.016 1.011
H 2.589 1.000 2.677
H 1.876 2.365 2.003
C -1.299 -1.397 -0.763
C -2.697 -0.823 -1.062
O -3.079 0.283 -0.249
H -0.956 -1.894 -1.659
H -0.639 -0.528 -0.644
H -1.191 -2.031 0.112
H -3.521 -1.529 -0.900
H -2.756 -0.606 -2.121
H -2.458 0.610 0.405

No. 13
16
Properties=species:S:1:pos:R:3 method="wB97M-V/def2-TZVPD" lumo_ha="0.02696 / -0.00541" smiles="C=[NH+][O-].CNC" e_above_lowest_kj_mol=655.7 energy_ha=-304.8249 max_force_ha_per_bohr=0.115
C 3.088 0.208 0.681
N 1.707 0.427 -0.332
O 1.708 -0.263 -1.401
H 3.720 -0.276 -0.057
H 3.379 1.104 1.222
H 0.762 0.783 0.160
C -1.174 -1.232 0.675
N -1.205 0.260 0.515
C -1.630 0.679 -0.829
H -2.149 -1.694 0.470
H -0.588 -1.731 -0.167
H -0.651 -1.292 1.654
H -1.759 0.582 1.206
H -2.214 -0.047 -1.516
H -2.289 1.566 -0.755
H -0.704 0.928 -1.526

No. 14
16
Properties=species:S:1:pos:R:3 method="wB97M-V/def2-TZVPD" lumo_ha=0.03328 smiles="C/C(N)=C/N.O" e_above_lowest_kj_mol=134.4 energy_ha=-305.0235 max_force_ha_per_bohr=0.033
C 0.554 2.395 -0.471
C 0.637 0.882 -0.517
N 0.955 0.180 0.721
C 0.247 0.223 -1.581
N -0.072 -1.126 -1.641
H 1.414 2.843 0.019
H -0.352 2.620 0.082
H 0.420 2.763 -1.471
H 1.504 0.850 1.216
H 0.044 0.121 1.174
H 0.138 0.862 -2.451
H 0.098 -1.502 -2.556
H 0.250 -1.625 -0.824
O -2.148 -2.925 2.536
H -1.860 -2.755 3.437
H -1.830 -3.806 2.326

No. 15
16
Properties=species:S:1:pos:R:3 method="wB97M-V/def2-TZVPD" lumo_ha=0.03539 smiles=NCCCON e_above_lowest_kj_mol=445.9 energy_ha=-304.9048 max_force_ha_per_bohr=0.114
N -1.312 2.353 1.083
C -1.378 0.895 0.669
C -0.077 0.375 0.114
C -0.148 -0.979 -0.362
O 0.956 -1.385 -1.213
N 2.026 -1.391 -0.289
H -1.457 2.795 0.167
H -2.286 2.497 1.554
H -2.217 0.721 -0.074
H -1.586 0.276 1.596
H 0.653 0.531 0.948
H 0.107 1.071 -0.712
H -1.154 -1.140 -0.962
H -0.280 -1.716 0.469
H 2.698 -2.150 -1.031
H 2.500 -0.286 -0.339

No. 16
16
Properties=species:S:1:pos:R:3 method="wB97M-V/def2-TZVPD" lumo_ha=0.03070 smiles=NCNCCO e_above_lowest_kj_mol=227.3 energy_ha=-304.9881 max_force_ha_per_bohr=0.066
N -1.157 1.220 -1.737
C -0.978 -0.224 -1.711
N 0.212 -0.657 -0.866
C 0.284 0.049 0.381
C 0.697 -0.768 1.614
O 1.866 -0.224 2.278
H -1.877 1.462 -1.059
H -0.441 1.857 -1.420
H -1.844 -0.580 -1.097
H -0.879 -0.708 -2.683
H 1.035 -0.798 -1.424
H 1.059 0.841 0.202
H -0.608 0.506 0.808
H -0.050 -0.702 2.408
H 0.975 -1.809 1.476
H 1.708 0.536 2.828

No. 17
16
Properties=species:S:1:pos:R:3 method="wB97M-V/def2-TZVPD" lumo_ha=0.03300 e_above_lowest_kj_mol=138.7 energy_ha=-305.0218 max_force_ha_per_bohr=0.040
C -1.677 -0.437 0.973
C -0.510 0.502 0.760
N 0.225 -0.155 -0.379
C 1.005 -1.146 -0.249
N 1.792 -1.406 0.859
H -1.324 -1.404 1.328
H -2.452 -0.123 1.683
H -2.227 -0.464 0.031
H -0.795 1.484 0.400
H 0.148 0.576 1.627
H 0.949 -1.913 -1.014
H 1.919 -0.667 1.510
H 2.045 -2.351 1.064
O -0.663 2.316 -1.817
H -0.084 1.535 -1.668
H -0.322 2.620 -2.664

No. 18
16
Properties=species:S:1:pos:R:3 method="wB97M-V/def2-TZVPD" lumo_ha="-0.12504 / -0.32715" charge=+1 e_above_lowest_kj_mol=409.0 spin_multiplicity=2 energy_ha=-304.6295 s_squared=0.76 max_force_ha_per_bohr=0.056
C -0.119 -3.253 -0.508
C -0.020 -1.971 -0.825
O 0.864 -1.119 -0.136
H -0.583 -3.981 -1.183
H -0.393 -3.365 0.542
H -0.318 -1.609 -1.804
H 1.683 -1.592 -0.332
N 0.618 1.540 1.157
C -0.605 2.081 0.670
N -0.606 2.169 -0.820
H 0.830 0.530 1.210
H 0.843 1.845 2.109
H -0.813 3.102 0.929
H -1.412 1.453 1.126
H -0.118 1.323 -1.133
H 0.148 2.847 -1.004

No. 19
16
Properties=species:S:1:pos:R:3 method="wB97M-V/def2-TZVPD" lumo_ha="-0.13588 / -0.31450" charge=+1 e_above_lowest_kj_mol=202.5 spin_multiplicity=2 energy_ha=-304.7081 s_squared=0.76 max_force_ha_per_bohr=0.036
N 0.270 -0.944 1.084
C -0.894 -0.954 0.220
N -1.702 -2.064 0.610
H 0.039 -0.842 2.070
H 0.944 -1.688 0.918
H -1.438 -0.017 0.238
H -0.569 -1.045 -0.816
H -1.259 -2.977 0.561
H -2.227 -1.977 1.481
O -0.350 2.661 -0.044
C 0.634 1.990 -0.164
C 1.249 1.620 -1.475
H 1.138 1.623 0.764
H 0.489 1.751 -2.242
H 1.597 0.586 -1.484
H 2.079 2.277 -1.720

No. 20
17
Properties=species:S:1:pos:R:3 method="wB97M-V/def2-TZVPD" lumo_ha="0.13616 / 0.13192" charge=-1 e_above_lowest_kj_mol=104.4 spin_multiplicity=2 energy_ha=-380.2433 s_squared=0.75 max_force_ha_per_bohr=0.016
O -2.590 -1.654 -1.317
C -1.829 -1.194 -0.498
C -0.992 0.026 -0.771
N -0.092 0.321 0.324
C 0.565 1.625 0.161
N 1.358 1.969 1.321
H -1.803 -1.606 0.527
H -1.691 0.846 -0.925
H -0.489 -0.099 -1.725
H 0.684 -0.354 0.306
H 1.219 1.611 -0.722
H -0.211 2.390 0.049
H 2.255 1.501 1.304
H 0.862 1.678 2.152
H 2.729 -1.961 0.750
H 2.701 -0.838 -0.414
O 2.392 -1.082 0.486